No. 1
DFT (wB97M-V/def2-TZVPD) results for a gas-phase ion, C30H51F3NO4 (charge +1).

Geometry as XYZ:
```
89
Properties=species:S:1:pos:R:3:forces:R:3:lowdin_charge:R:1
C 2.637899 -4.342245 2.943846 0.2 0.0 -1.0 -0.13
C 2.745341 -4.978770 1.488589 0.4 0.8 1.0 -0.26
C 4.090455 -4.435820 0.848661 -1.1 -0.1 0.0 -0.21
C 3.804015 -3.135684 -0.015397 0.5 -0.4 0.0 -0.20
C 4.870164 -1.979006 0.229872 -0.4 -0.3 0.0 -0.20
C 5.684316 -1.579987 -1.060681 -0.6 -0.2 0.2 -0.19
C 5.268770 -0.190193 -1.697451 0.8 -0.6 -0.5 -0.20
C 6.438699 0.846111 -1.533450 -0.4 0.3 0.8 -0.22
C 6.377761 1.656175 -0.173852 -0.2 0.6 -1.3 -0.19
C 5.272579 2.798933 -0.352823 0.7 -0.8 0.8 -0.20
C 4.356675 2.891967 0.935230 -0.4 0.3 -0.8 -0.19
C 2.865649 2.410060 0.655279 0.6 0.4 -0.4 -0.20
C 1.810752 3.579307 0.686092 -0.2 -0.6 0.3 -0.20
C 0.424276 3.142737 1.316561 0.1 0.9 0.2 -0.20
C -0.760479 4.029124 0.760794 -0.4 -0.9 -0.6 -0.19
C -2.002854 3.138241 0.325810 0.2 0.6 0.5 -0.20
C -3.131118 3.064548 1.442216 0.0 -1.0 -0.9 -0.16
C -4.598184 3.251624 0.829403 1.1 -0.6 -0.1 -0.10
C -4.837246 1.979572 -0.047904 -1.1 0.5 2.2 -0.16
C -5.522556 0.867650 0.573284 0.5 -0.9 -2.6 0.09
C -5.719653 -0.311217 -0.246523 1.4 0.8 -1.4 -0.02
C -6.432917 -1.600899 0.232390 0.3 0.3 -0.2 -0.44
O -7.466987 -1.497652 0.806637 0.0 -0.1 0.2 0.20
O -5.822104 -2.794524 -0.092220 0.2 1.4 0.5 -0.03
C -5.214268 -3.385058 1.099545 0.5 -0.5 0.3 -0.13
C -3.936185 -2.614965 1.626333 -0.4 -1.2 0.6 -0.13
C -4.022625 -2.587232 3.200576 1.3 0.7 -0.8 -0.24
O -4.909988 -1.557723 3.645098 -0.3 -0.5 -0.2 -0.07
C -5.203837 -0.312695 -1.620666 0.3 1.4 1.2 0.09
C -4.520374 0.829804 -2.127655 -0.6 -1.4 0.2 -0.14
C -3.925102 0.839491 -3.558236 0.6 0.0 0.9 -0.03
C -2.680867 -0.144621 -3.665060 -0.8 -0.6 0.3 -0.23
O -1.798169 -0.042250 -2.555315 -0.6 0.0 -0.3 0.00
C -1.930152 0.036267 -5.044639 0.0 0.0 0.0 -0.50
F -0.605192 0.199770 -4.825923 -1.3 -0.4 -0.6 0.15
F -2.384236 1.113104 -5.753226 0.5 -0.8 0.7 0.12
F -2.173582 -1.062977 -5.827432 0.6 1.1 0.8 0.12
N -4.372869 1.944670 -1.321131 -0.7 -1.8 -0.4 0.19
H 3.485800 -4.723797 3.563106 -0.9 0.2 -0.3 0.07
H 2.794518 -3.232189 2.841780 -0.3 -0.9 0.2 0.07
H 1.640252 -4.540091 3.401172 0.9 0.1 -0.1 0.06
H 1.858606 -4.622600 0.902456 0.8 -0.5 0.3 0.09
H 2.737309 -6.093390 1.557814 -0.1 0.9 -0.1 0.10
H 4.522050 -5.272926 0.244910 0.0 1.0 0.4 0.11
H 4.783293 -4.172533 1.688840 -0.4 -0.4 -0.8 0.09
H 3.799748 -3.466986 -1.090664 0.0 0.6 0.9 0.10
H 2.769959 -2.753203 0.200279 0.9 -0.4 -0.1 0.10
H 4.298351 -1.098744 0.629184 0.7 -0.6 -0.4 0.09
H 5.552951 -2.308945 1.056165 -0.5 0.3 -0.8 0.10
H 5.497589 -2.382846 -1.823558 0.3 0.7 0.7 0.10
H 6.786748 -1.598795 -0.852599 -1.0 0.1 -0.2 0.11
H 5.104875 -0.391707 -2.792987 0.2 0.4 0.9 0.11
H 4.283572 0.191611 -1.316833 0.9 -0.3 -0.1 0.10
H 7.425304 0.324576 -1.553493 -0.8 0.3 -0.4 0.10
H 6.363862 1.594464 -2.359387 0.4 -0.5 0.6 0.11
H 7.371794 2.153037 -0.024873 -0.8 -0.5 0.1 0.11
H 6.167036 1.009956 0.714045 0.1 0.4 -0.8 0.10
H 4.695974 2.544430 -1.279071 0.2 0.3 0.9 0.09
H 5.811009 3.756051 -0.567500 -0.6 -0.7 0.3 0.11
H 4.356761 3.965482 1.269089 -0.1 -1.1 0.0 0.10
H 4.769660 2.240662 1.744085 -0.1 0.8 -0.6 0.10
H 2.851506 1.988052 -0.387368 -0.1 0.1 1.0 0.09
H 2.632352 1.566683 1.348238 -0.1 0.8 -0.4 0.10
H 2.214124 4.448919 1.269089 -0.4 -0.7 -0.6 0.11
H 1.658511 3.917950 -0.375562 0.0 -0.2 1.0 0.11
H 0.458869 3.298169 2.428753 0.2 -0.4 -0.9 0.12
H 0.233383 2.050858 1.143550 0.2 0.9 0.0 0.10
H -0.394971 4.555863 -0.158599 -0.3 -0.3 0.9 0.10
H -1.148406 4.784865 1.485269 0.6 -0.5 -0.5 0.11
H -1.637563 2.102447 0.087178 -0.4 1.0 0.0 0.11
H -2.412414 3.592881 -0.612798 0.2 -0.3 0.7 0.09
H -2.941206 3.731548 2.312330 -0.2 -0.3 -0.8 0.12
H -3.113329 2.000467 1.811665 0.0 1.1 0.1 0.11
H -5.298870 3.278006 1.698978 0.2 -0.1 -1.1 0.12
H -4.671958 4.191082 0.220127 0.0 -0.8 0.6 0.13
H -5.876446 0.896319 1.624757 0.3 0.2 -1.0 0.15
H -5.995335 -3.460440 1.894640 0.6 0.1 -0.6 0.13
H -4.901881 -4.415438 0.790703 -0.5 1.0 0.2 0.14
H -3.046104 -3.230964 1.345852 -0.5 0.7 0.1 0.12
H -3.811200 -1.589676 1.204135 -0.2 -0.7 0.3 0.10
H -2.996888 -2.375897 3.615143 -0.9 -0.4 -0.3 0.13
H -4.351315 -3.593978 3.560397 0.0 1.1 -0.1 0.13
H -4.631248 -0.703541 3.282675 0.2 -0.5 0.2 0.07
H -5.305109 -1.197188 -2.284931 0.0 0.7 0.7 0.15
H -4.684929 0.455230 -4.276466 0.5 0.7 0.4 0.15
H -3.598482 1.886261 -3.768532 -0.4 -0.8 -0.3 0.13
H -3.088896 -1.190902 -3.662375 0.3 0.9 -0.3 0.16
H -1.807192 -0.906311 -2.114123 0.3 0.5 -0.1 0.12
H -3.887827 2.731579 -1.761317 -0.2 -0.1 0.7 0.17
```
Positions in Å, forces in eV/Å.

Computed properties:
* molecular weight: 546.73 g/mol
* total charge: +1
* structure (SMILES): CCCCCCCCCCCCCCCCCCc1cc(C(=O)OCCCO)cc(C[C@H](O)C(F)(F)F)[nH+]1
* Kohn-Sham gap: 7.190 eV
* energy: -49760.848 eV
* HOMO: -11.77 eV

***

No. 2
DFT (wB97M-V/def2-TZVPD) results for a gas-phase ion, C14H23ClNO3 (charge +1).

Geometry as XYZ:
```
42
Properties=species:S:1:pos:R:3:forces:R:3:lowdin_charge:R:1
C 0.608850 4.100580 -1.701114 4.4 1.8 -7.6 -0.24
H 1.013391 3.713294 -2.738888 -0.1 2.2 0.9 0.16
H -0.276494 4.477765 -1.909359 -3.9 3.5 -1.0 0.05
H 1.331400 4.718914 -1.269137 1.1 0.9 1.2 0.09
O 0.372554 2.929214 -1.295296 -2.3 -6.4 9.8 -0.18
C -0.181285 3.190353 0.204913 -0.7 0.3 1.6 -0.11
C -0.277147 1.881859 0.919884 6.8 -4.1 -3.0 -0.07
N -0.563974 0.707909 -0.269168 -3.8 3.8 4.4 0.12
H -0.201252 1.136760 -1.134738 0.3 -0.8 0.3 0.15
C -2.155787 0.528847 -0.281445 7.1 -4.1 -3.9 -0.03
H -2.441906 1.443967 -0.337711 -2.9 5.5 -1.1 0.07
C -2.228820 -0.469364 -1.396799 -7.1 0.8 -3.4 -0.28
H -2.182810 -0.034662 -2.520796 0.5 -0.8 2.7 0.19
H -3.438251 -0.742960 -1.323094 2.4 0.7 -0.7 0.17
O -1.586562 -1.663134 -1.276906 0.2 -0.8 2.4 -0.17
C -2.303673 -2.572622 -0.333088 2.4 -4.7 -4.0 -0.07
H -2.988923 -2.211276 0.381541 0.2 1.1 1.4 0.10
H -3.005101 -3.150813 -1.038146 0.9 0.7 0.8 0.14
C -1.156993 -3.800097 0.115805 0.9 8.7 -0.2 0.13
H -1.690028 -4.538086 0.533740 -1.3 -3.2 1.1 0.06
H -0.400035 -3.846246 -0.742807 -1.1 -0.5 1.7 0.14
O -0.529795 -3.069756 1.480429 -3.6 -4.4 -3.4 -0.04
C 0.489482 -2.316959 1.373478 2.3 2.9 2.6 -0.35
C 0.928321 -1.821505 2.687510 1.6 -2.7 -4.7 0.05
C 2.191013 -1.145340 2.484847 -5.0 -1.1 11.4 -0.17
C 2.486372 -0.524901 1.451774 2.8 5.3 -8.9 -0.61
C 1.917251 -0.738067 0.091598 2.0 -3.4 7.7 -0.35
C 1.096015 -1.844134 0.172177 -1.4 1.4 -0.8 0.00
H 0.644029 -1.941828 -0.786936 -0.6 -1.4 -0.5 0.10
C 2.569618 -0.232144 -1.014253 3.9 -2.5 -4.2 -0.11
H 2.676756 0.765937 -1.033285 -0.2 3.8 -0.3 0.02
H 3.758926 -0.499250 -1.228657 -2.8 0.1 1.4 0.18
H 2.157253 -0.670633 -1.903651 -0.6 0.4 -0.8 0.09
Cl 3.712744 0.811485 1.499420 -0.5 -0.7 0.2 0.64
H 2.326552 -0.649829 3.533182 1.4 -1.0 -1.9 0.16
H 0.611902 -2.468908 3.535812 0.4 1.2 -0.4 0.13
H -2.382421 0.083339 0.573283 -0.9 -1.7 4.0 0.09
H -0.279944 -0.137190 0.177906 1.5 -0.9 -0.7 0.08
H 0.878573 1.406160 1.174263 -2.8 1.9 -0.6 0.16
H -0.696376 1.739871 1.872178 -1.7 -0.1 0.7 0.11
H -1.305220 3.538969 0.208626 2.3 0.3 -0.8 0.15
H 0.501794 3.914481 1.062904 -1.8 -1.8 -3.4 0.23
```
Positions in Å, forces in eV/Å.

Computed properties:
* molecular weight: 288.79 g/mol
* ΔE to the lowest compared entry with this formula, charge and spin: 278.1 kcal per mole
* total charge: +1
* structure (SMILES): COCC[NH2+]CCOCCOc1ccc(Cl)c(C)c1
* Kohn-Sham gap: 8.262 eV
* energy: -35027.474 eV
* HOMO: -10.96 eV

***

No. 3
DFT (wB97M-V/def2-TZVPD) results for 2 unconnected molecules or ions with the total composition C5H11O2.

Geometry as XYZ:
```
18
Properties=species:S:1:pos:R:3:forces:R:3:lowdin_charge:R:1
C -1.851189 -0.418276 -0.812004 -0.2 -0.3 0.0 -0.32
C -2.319941 -1.876642 -0.731358 0.1 0.9 -0.6 -0.14
C -0.365257 -0.278890 -0.453059 -1.2 2.2 0.5 -0.10
H -2.155348 0.026785 -1.760896 0.6 -0.4 -0.6 0.09
H -2.502260 0.205664 -0.191615 0.3 -0.2 0.7 0.09
H -2.000633 -2.301899 0.218061 -0.6 -0.1 0.2 0.07
H -1.853265 -2.482844 -1.510452 0.0 0.1 -0.1 0.06
H -0.305903 0.237668 0.507297 0.0 -0.3 0.1 0.05
H 0.164297 -1.191947 -0.331138 0.5 -0.8 -0.4 0.06
H -3.390738 -1.822526 -0.926314 -0.2 -0.8 0.4 0.06
H 0.107280 0.458290 -1.094684 0.5 -0.4 -0.3 0.08
C 2.137208 1.118185 1.600984 -1.1 0.8 -0.8 -0.07
C 2.700830 1.595727 0.195743 0.0 -0.5 1.7 -0.81
O 2.110805 2.586296 -0.275926 0.2 0.0 -0.6 -0.11
O 3.705322 0.947238 -0.166847 -0.1 0.3 -0.7 -0.11
H 2.436543 1.854237 2.352035 0.7 -0.5 0.2 0.05
H 2.331621 0.063688 1.775064 0.4 0.1 0.4 0.05
H 1.050626 1.279246 1.605110 0.1 -0.2 -0.1 0.02
```
Positions in Å, forces in eV/Å.

Computed properties:
* molecular weight: 103.14 g/mol
* ΔE to the lowest compared entry with this formula, charge and spin: 15.9 kcal per mole
* total charge: -1
* Kohn-Sham gap: 7.202 eV
* energy: -9459.340 eV
* HOMO: -3.74 eV

***

No. 4
DFT (wB97M-V/def2-TZVPD) results for a molecular structure, C12H24CsO6S3.

Geometry as XYZ:
```
46
Properties=species:S:1:pos:R:3:forces:R:3:lowdin_charge:R:1
Cs 7.456510 -31.490100 28.779580 -0.7 -0.5 -0.2 1.16
C 9.764690 -26.412240 28.560760 1.2 -0.6 0.4 -0.14
C 9.247290 -27.332230 27.482770 1.1 -2.2 0.3 -0.18
C 10.375130 -28.434720 27.342290 -0.2 2.0 -1.4 -0.12
S 10.833520 -28.962080 29.025980 -0.1 -1.5 0.7 0.86
O 12.264720 -29.123770 29.150880 -1.4 0.5 -0.1 -0.15
O 9.899560 -30.026800 29.431320 1.1 1.5 -0.3 -0.38
C 10.197960 -27.325540 29.780450 -1.6 1.4 0.6 -0.05
H 8.956110 -25.707120 28.753380 0.1 0.0 1.0 0.14
H 10.669710 -25.854190 28.320730 -0.2 0.1 -0.6 0.14
H 9.110810 -26.906540 26.488650 0.1 0.1 0.0 0.13
H 8.325010 -27.830140 27.782070 -0.3 0.2 0.0 0.10
H 11.258730 -27.838890 27.113520 0.5 -0.3 -0.1 0.12
H 10.302710 -29.238650 26.609800 -0.2 -0.3 0.4 0.14
H 10.954050 -27.048120 30.514930 0.5 0.3 -0.6 0.13
H 9.314530 -27.507620 30.392430 -0.1 -0.9 -0.2 0.12
C 1.721710 -32.443660 26.584780 -1.1 -1.1 1.1 -0.23
C 2.393560 -31.669460 25.552550 1.7 0.5 -1.9 -0.23
C 3.545740 -32.548210 25.020400 -0.1 1.1 -1.0 -0.22
S 4.316990 -33.340260 26.417390 -2.0 0.8 -1.4 0.71
O 5.349130 -32.418240 26.892710 0.4 -0.5 0.4 -0.52
O 4.611380 -34.702590 26.030360 0.2 0.6 1.2 -0.29
C 2.799020 -33.059190 27.467440 0.6 -0.7 1.1 -0.18
H 1.107000 -33.273730 26.236610 0.0 0.2 -0.5 0.13
H 1.033730 -31.726150 27.031960 0.1 -0.5 0.9 0.13
H 2.786850 -30.746550 25.978750 0.1 0.0 0.0 0.09
H 1.729300 -31.403120 24.730410 0.0 0.1 0.0 0.13
H 4.328360 -31.979140 24.518650 0.0 0.1 0.0 0.10
H 3.132290 -33.226830 24.274320 0.3 -0.5 0.4 0.12
H 3.039360 -32.422850 28.319150 0.4 0.0 -0.2 0.10
H 2.584310 -34.050580 27.866370 -0.4 0.1 0.0 0.10
C 6.296690 -25.989720 25.720210 -0.7 0.6 1.0 -0.19
C 5.193330 -25.474600 26.752610 0.8 -1.4 0.2 -0.17
C 5.092710 -26.534100 27.880550 0.5 -1.1 -1.2 -0.17
S 5.226310 -28.178090 26.896210 -0.7 0.9 0.6 0.73
O 3.927540 -28.632420 26.454130 0.6 0.1 0.5 -0.30
O 6.087970 -29.117800 27.639810 -0.1 0.8 -0.6 -0.52
C 6.053790 -27.471240 25.438670 0.3 0.3 0.3 -0.21
H 7.292270 -25.863160 26.145550 -0.1 0.1 0.3 0.08
H 6.308590 -25.370880 24.823000 -0.3 -0.2 -0.1 0.12
H 4.201970 -25.464660 26.299620 0.2 0.5 -0.3 0.12
H 5.492500 -24.521950 27.189720 -0.3 0.1 -0.3 0.12
H 4.169330 -26.563580 28.459000 -0.1 0.0 -0.3 0.11
H 5.932460 -26.536850 28.575470 0.1 0.0 -0.1 0.08
H 5.395350 -27.567860 24.575410 0.0 -0.5 0.2 0.12
H 6.989920 -28.021370 25.343200 -0.2 -0.1 -0.4 0.09
```
Positions in Å, forces in eV/Å.

Computed properties:
* molecular weight: 493.42 g/mol
* <S²>: 0.7579
* ΔE to the lowest compared entry with this formula, charge and spin: 16.8 kcal per mole
* total charge: +2
* Kohn-Sham gap (alpha / beta): 8.892 / 1.917 eV
* energy: -58152.787 eV
* HOMO (alpha / beta): -14.68 / -14.67 eV
* multiplicity: 2

***

No. 5
DFT (wB97M-V/def2-TZVPD) results for C7H5NO3 in the gas phase.

Geometry as XYZ:
```
16
Properties=species:S:1:pos:R:3:forces:R:3:lowdin_charge:R:1
C -1.546281 0.995624 0.340430 2.7 -0.5 -1.8 -0.32
C -1.310341 -0.034663 1.199984 -6.6 1.2 2.5 -0.07
C -0.451036 -1.013428 1.072180 4.5 -0.2 -3.3 0.01
C 0.519841 -0.849651 0.027635 -7.9 2.7 4.1 -0.28
C 2.460753 -0.724305 -1.138788 -2.5 -0.1 3.1 -0.33
C 0.404571 0.247454 -0.759382 2.0 -1.8 -1.3 -0.22
C -0.535050 1.165431 -0.633113 -3.3 3.0 -0.3 0.06
H -2.462830 2.402657 -0.313553 -0.3 1.4 -1.0 0.08
H -2.201795 -0.172080 1.877972 1.2 0.1 -0.1 0.15
H -0.242629 -1.753707 1.743574 -0.2 -1.9 1.9 0.09
H 1.988295 -1.988903 0.583050 1.1 -1.1 0.8 0.15
H -0.675176 2.043108 -1.272661 0.6 -0.4 -0.2 0.14
N 1.620403 -1.411824 -0.109250 7.9 -2.4 -3.9 0.19
O -2.680487 1.724742 0.293850 -0.2 -0.7 1.4 0.09
O 3.647735 -0.806280 -1.278174 -1.8 0.2 -0.9 0.15
O 1.464029 0.175823 -1.633756 2.8 0.6 -0.9 0.12
```
Positions in Å, forces in eV/Å.

Computed properties:
* molecular weight: 151.12 g/mol
* ΔE to the lowest compared entry with this formula, charge and spin: 46.9 kcal per mole
* total charge: 0
* structure (SMILES): O=c1[nH]c2ccc(O)cc2o1
* Kohn-Sham gap: 8.446 eV
* energy: -14970.949 eV
* HOMO: -7.77 eV

***

No. 6
DFT (wB97M-V/def2-TZVPD) results for 2 unconnected molecules or ions with the total composition CH5NO.

Geometry as XYZ:
```
8
Properties=species:S:1:pos:R:3:forces:R:3:lowdin_charge:R:1
C 1.890044 -0.934236 0.296638 0.5 -0.7 0.0 -0.15
N 1.406043 -1.396521 1.364190 -0.3 0.1 0.2 0.01
H 1.514585 -0.045669 -0.191450 -0.3 0.2 0.1 0.05
H 2.724235 -1.442430 -0.184668 0.1 0.2 -0.3 0.06
H 1.911270 -2.246862 1.624813 -0.1 0.1 0.1 0.04
H -3.594518 2.303436 -0.387150 0.0 0.0 0.0 0.03
H -2.472475 1.717940 -1.234693 -0.2 0.0 0.0 0.03
O -3.379185 2.044342 -1.287681 0.2 -0.1 0.0 -0.06
```
Positions in Å, forces in eV/Å.

Computed properties:
* molecular weight: 47.06 g/mol
* ΔE to the lowest compared entry with this formula, charge and spin: 16.5 kcal per mole
* total charge: 0
* structure (SMILES): C=N.O
* Kohn-Sham gap: 11.116 eV
* energy: -4654.670 eV
* HOMO: -10.35 eV